No. 1
{"formula": "C45H121N5O18", "method": "wB97M-V/def2-TZVPD", "symbols": ["O", "H", "H", "O", "H", "H", "O", "H", "H", "O", "H", "H", "O", "H", "H", "O", "H", "H", "O", "H", "H", "O", "H", "H", "O", "H", "H", "O", "H", "H", "O", "H", "H", "O", "H", "H", "O", "H", "H", "C", "C", "C", "C", "C", "C", "N", "O", "C", "C", "C", "H", "H", "H", "H", "H", "H", "H", "H", "H", "H", "H", "H", "H", "H", "H", "H", "H", "H", "H", "C", "C", "C", "C", "C", "C", "N", "O", "C", "C", "C", "H", "H", "H", "H", "H", "H", "H", "H", "H", "H", "H", "H", "H", "H", "H", "H", "H", "H", "H", "C", "C", "C", "C", "C", "C", "N", "O", "C", "C", "C", "H", "H", "H", "H", "H", "H", "H", "H", "H", "H", "H", "H", "H", "H", "H", "H", "H", "H", "H", "C", "C", "C", "C", "C", "C", "N", "O", "C", "C", "C", "H", "H", "H", "H", "H", "H", "H", "H", "H", "H", "H", "H", "H", "H", "H", "H", "H", "H", "H", "C", "C", "C", "C", "C", "C", "N", "O", "C", "C", "C", "H", "H", "H", "H", "H", "H", "H", "H", "H", "H", "H", "H", "H", "H", "H", "H", "H", "H", "H"], "positions_angstrom": [[5.478, -4.322, -1.612], [5.944, -5.018, -2.085], [4.551, -4.352, -1.923], [0.329, -3.994, -1.862], [-0.252, -4.173, -1.098], [-0.173, -3.385, -2.419], [7.887, -0.674, -0.953], [7.716, -0.181, -0.143], [7.971, -1.590, -0.660], [3.823, -3.417, -5.678], [3.361, -2.572, -5.707], [4.268, -3.481, -6.530], [5.698, -2.965, 0.873], [5.144, -2.166, 0.832], [5.579, -3.367, -0.008], [4.685, 2.071, 1.361], [4.235, 1.944, 0.508], [4.228, 2.820, 1.760], [-0.940, -1.296, -5.144], [-0.028, -1.471, -5.400], [-1.127, -0.420, -5.502], [5.194, 2.598, -5.041], [5.801, 1.850, -5.036], [5.305, 3.004, -4.167], [3.490, 5.836, -1.867], [3.473, 4.997, -2.357], [3.563, 5.581, -0.942], [2.897, -4.408, -2.740], [1.934, -4.321, -2.561], [3.005, -4.173, -3.672], [4.048, -0.686, 1.239], [3.426, -0.179, 0.694], [4.298, -0.083, 1.950], [2.911, 3.835, -3.745], [2.900, 4.726, -4.122], [3.095, 3.253, -4.499], [6.737, 2.333, -1.708], [6.991, 1.659, -2.349], [6.530, 1.839, -0.908], [-3.086, -1.162, -2.550], [-4.156, -0.985, -1.476], [-5.008, 0.293, -1.724], [-6.116, 0.101, -2.748], [-6.962, -1.137, -2.442], [-6.176, -2.429, -2.184], [-5.054, -2.129, -1.273], [-4.328, -3.313, -0.992], [-7.106, -3.372, -1.427], [-5.745, -2.988, -3.552], [-3.510, -0.669, -0.126], [-2.545, -2.056, -2.223], [-2.401, -0.314, -2.472], [-3.391, -1.268, -3.587], [-5.588, 0.583, -0.843], [-4.426, 1.162, -2.032], [-5.711, 0.108, -3.767], [-6.818, 0.940, -2.762], [-7.616, -1.290, -3.301], [-7.536, -0.971, -1.527], [-7.964, -3.574, -2.075], [-6.689, -4.350, -1.189], [-7.446, -2.870, -0.523], [-6.550, -3.536, -4.040], [-5.414, -2.168, -4.191], [-4.898, -3.670, -3.442], [-4.253, -0.387, 0.619], [-2.705, 0.063, -0.208], [-3.045, -1.528, 0.380], [-4.230, -3.303, -0.033], [-1.369, -2.816, 2.893], [-0.657, -3.134, 1.558], [0.770, -3.589, 1.772], [1.012, -5.090, 2.070], [0.278, -5.979, 1.076], [-1.210, -5.599, 0.967], [-1.387, -4.147, 0.767], [-2.711, -3.782, 0.471], [-1.828, -6.336, -0.241], [-1.919, -6.098, 2.219], [-0.561, -1.850, 0.735], [-0.711, -2.116, 3.413], [-1.490, -3.747, 3.437], [-2.316, -2.300, 2.746], [1.455, -3.336, 0.957], [1.264, -3.139, 2.639], [0.657, -5.274, 3.095], [2.081, -5.203, 2.261], [0.414, -7.027, 1.344], [0.738, -5.888, 0.086], [-2.799, -6.780, -0.039], [-1.894, -5.668, -1.103], [-1.183, -7.149, -0.582], [-2.969, -5.817, 2.327], [-1.847, -7.176, 2.398], [-1.470, -5.745, 3.155], [0.129, -1.145, 1.203], [-1.519, -1.357, 0.549], [-0.179, -2.018, -0.276], [-2.726, -3.697, -0.488], [-1.026, 2.030, 3.932], [-0.336, 0.939, 4.720], [-0.282, -0.349, 3.867], [0.941, -1.235, 4.106], [2.192, -0.433, 4.261], [2.140, 0.579, 5.413], [1.031, 1.462, 5.027], [0.968, 2.623, 5.840], [1.983, -0.137, 6.749], [3.446, 1.379, 5.432], [-1.115, 0.670, 6.014], [-1.072, 3.009, 4.410], [-0.435, 2.252, 3.030], [-1.996, 1.744, 3.521], [-1.100, -1.023, 4.145], [-0.493, -0.126, 2.818], [0.724, -1.899, 4.949], [1.058, -1.967, 3.299], [2.393, 0.089, 3.324], [2.979, -1.161, 4.490], [1.605, 0.568, 7.494], [2.863, -0.658, 7.126], [1.229, -0.925, 6.697], [3.507, 1.942, 6.364], [3.518, 2.039, 4.566], [4.353, 0.770, 5.394], [-0.804, -0.253, 6.501], [-1.069, 1.516, 6.701], [-2.187, 0.561, 5.816], [1.076, 3.314, 5.179], [0.603, 1.656, -1.844], [1.349, 0.766, -0.846], [0.729, -0.638, -0.823], [1.019, -1.436, -2.075], [2.532, -1.599, -2.187], [3.280, -0.270, -2.279], [2.789, 0.606, -1.175], [3.382, 1.902, -1.324], [4.743, -0.586, -2.003], [3.151, 0.378, -3.659], [1.215, 1.321, 0.584], [-0.464, 1.749, -1.635], [0.716, 1.349, -2.882], [0.962, 2.689, -1.792], [0.989, -1.166, 0.101], [-0.360, -0.567, -0.700], [0.577, -0.920, -2.934], [0.510, -2.400, -2.146], [2.716, -2.143, -3.123], [2.915, -2.276, -1.424], [5.231, -1.044, -2.863], [5.391, 0.243, -1.708], [4.910, -1.190, -1.111], [2.145, 0.462, -4.073], [3.639, 1.346, -3.654], [3.702, -0.276, -4.340], [0.175, 1.216, 0.897], [1.462, 2.384, 0.615], [1.883, 0.793, 1.261], [2.923, 2.344, -2.059], [-3.359, 3.442, -0.658], [-2.701, 4.579, 0.163], [-1.245, 4.151, 0.319], [-0.228, 5.215, 0.700], [-0.446, 6.410, -0.195], [-1.873, 6.933, -0.439], [-2.785, 5.797, -0.631], [-4.118, 6.240, -0.819], [-2.342, 7.817, 0.744], [-1.833, 7.839, -1.662], [-3.403, 4.585, 1.535], [-2.801, 3.191, -1.567], [-4.324, 3.731, -1.084], [-3.488, 2.545, -0.053], [-1.193, 3.459, 1.166], [-0.942, 3.616, -0.581], [0.812, 4.891, 0.623], [-0.326, 5.433, 1.771], [-0.001, 6.170, -1.168], [0.123, 7.296, 0.112], [-2.358, 7.372, 1.745], [-1.666, 8.665, 0.899], [-3.338, 8.251, 0.640], [-1.218, 7.369, -2.435], [-2.811, 8.133, -2.035], [-1.281, 8.757, -1.451], [-3.228, 3.706, 2.151], [-4.481, 4.597, 1.339], [-3.248, 5.515, 2.083], [-4.352, 5.851, -1.669]], "lowdin_charge": [-0.063, 0.049, 0.010, -0.057, 0.045, 0.054, -0.055, 0.039, 0.042, -0.043, 0.028, 0.048, -0.096, -0.030, -0.022, -0.051, 0.005, 0.044, -0.052, 0.030, 0.044, -0.059, 0.048, 0.038, -0.060, -0.014, 0.032, -0.075, 0.022, 0.024, -0.061, 0.001, 0.036, -0.057, 0.071, 0.042, -0.055, 0.027, 0.012, -0.006, -0.472, -0.136, -0.187, -0.139, -0.516, -0.064, -0.053, -0.036, -0.020, -0.039, 0.079, 0.081, 0.074, 0.119, 0.106, 0.106, 0.112, 0.124, 0.117, 0.087, 0.081, 0.084, 0.084, 0.067, 0.082, 0.100, 0.082, 0.047, 0.087, 0.002, -0.424, -0.112, -0.151, -0.126, -0.491, -0.090, -0.053, -0.012, -0.046, -0.082, 0.005, 0.082, 0.101, 0.133, 0.093, 0.107, 0.120, 0.124, 0.115, 0.085, 0.075, 0.087, 0.090, 0.092, 0.062, 0.079, 0.059, 0.055, 0.071, -0.046, -0.471, -0.133, -0.186, -0.125, -0.516, -0.098, -0.020, -0.026, -0.030, -0.027, 0.085, 0.066, 0.089, 0.091, 0.102, 0.128, 0.063, 0.102, 0.137, 0.091, 0.090, 0.059, 0.081, 0.078, 0.088, 0.073, 0.083, 0.086, 0.100, -0.009, -0.448, -0.201, -0.148, -0.106, -0.463, -0.063, -0.046, -0.019, -0.016, -0.001, 0.076, 0.070, 0.078, 0.080, 0.097, 0.101, 0.043, 0.102, 0.124, 0.099, 0.051, 0.062, 0.075, 0.044, 0.084, 0.080, 0.081, 0.065, 0.050, -0.043, -0.494, -0.145, -0.166, -0.138, -0.500, -0.094, -0.012, -0.039, -0.037, -0.015, 0.080, 0.077, 0.076, 0.097, 0.089, 0.101, 0.115, 0.115, 0.125, 0.067, 0.080, 0.082, 0.081, 0.082, 0.087, 0.072, 0.084, 0.069, 0.100], "charge": 0, "e_tot_ha": -3414.87707, "relative_energy_kj_mol": 551.9, "lumo_energy_ev": -0.352}

---

No. 2
{"formula": "C45H25Cl4N5Sr", "method": "wB97M-V/def2-TZVPD", "symbols": ["Sr", "Cl", "C", "C", "C", "C", "C", "C", "C", "C", "C", "C", "C", "C", "C", "C", "C", "C", "Cl", "C", "C", "C", "N", "C", "C", "C", "C", "C", "C", "Cl", "C", "C", "C", "C", "C", "C", "N", "C", "C", "C", "C", "C", "N", "C", "C", "C", "C", "Cl", "C", "C", "C", "C", "N", "H", "H", "H", "H", "H", "H", "H", "H", "H", "H", "H", "H", "H", "H", "H", "H", "H", "H", "H", "H", "H", "H", "H", "H", "N", "C", "H"], "positions_angstrom": [[0.836, 0.221, -0.398], [-2.905, 1.500, -8.995], [-2.372, 1.201, -7.360], [-3.010, 0.231, -6.607], [-2.583, 0.001, -5.307], [-1.530, 0.727, -4.756], [-0.909, 1.695, -5.540], [-1.323, 1.939, -6.842], [-1.087, 0.484, -3.349], [-1.264, 1.579, -2.458], [-2.045, 2.783, -2.717], [-2.079, 3.495, -1.565], [-1.298, 2.754, -0.579], [-1.042, 3.138, 0.764], [-1.601, 4.462, 1.189], [-1.166, 5.641, 0.587], [-1.670, 6.876, 0.971], [-2.622, 6.929, 1.973], [-3.266, 8.476, 2.466], [-3.073, 5.777, 2.593], [-2.556, 4.550, 2.196], [-0.298, 2.431, 1.750], [0.212, 1.174, 1.640], [0.875, 0.847, 2.787], [1.393, -0.442, 3.083], [2.025, -0.629, 4.431], [3.343, -1.061, 4.556], [3.929, -1.246, 5.802], [3.177, -1.008, 6.939], [3.902, -1.239, 8.508], [1.857, -0.601, 6.851], [1.291, -0.417, 5.597], [1.298, -1.617, 2.272], [1.432, -2.986, 2.742], [1.134, -3.800, 1.697], [0.834, -2.947, 0.559], [0.937, -1.651, 0.968], [0.513, -3.375, -0.761], [0.089, -2.576, -1.863], [-0.046, -3.014, -3.246], [-0.463, -1.944, -3.970], [-0.607, -0.826, -3.046], [-0.251, -1.256, -1.805], [0.632, -4.845, -1.031], [1.841, -5.518, -0.871], [1.952, -6.878, -1.125], [0.833, -7.576, -1.542], [0.962, -9.287, -1.862], [-0.384, -6.940, -1.710], [-0.474, -5.579, -1.454], [0.831, 2.010, 3.672], [0.100, 2.965, 3.051], [-0.834, 1.624, -1.168], [-3.833, -0.328, -7.031], [-3.080, -0.748, -4.701], [-0.088, 2.267, -5.122], [-0.839, 2.690, -7.453], [-2.537, 3.026, -3.646], [-2.610, 4.419, -1.393], [-0.415, 5.594, -0.193], [-1.327, 7.790, 0.505], [-3.822, 5.841, 3.372], [-2.909, 3.643, 2.672], [3.924, -1.252, 3.661], [4.956, -1.575, 5.893], [1.280, -0.444, 7.752], [0.249, -0.129, 5.526], [1.669, -3.284, 3.752], [1.082, -4.877, 1.709], [0.174, -4.002, -3.623], [-0.645, -1.914, -5.034], [2.717, -4.965, -0.550], [2.897, -7.392, -1.007], [-1.249, -7.507, -2.029], [-1.429, -5.081, -1.576], [1.292, 2.092, 4.644], [-0.135, 3.946, 3.435], [3.782, 1.997, 0.940], [3.278, 1.456, 0.049], [4.150, 2.486, 1.731]], "lowdin_charge": [1.467, 0.652, -0.666, -0.095, -0.028, -0.214, -0.027, -0.097, -0.051, -0.237, 0.002, 0.001, -0.231, -0.051, -0.214, -0.032, -0.098, -0.665, 0.650, -0.096, -0.026, -0.232, -0.074, -0.253, -0.053, -0.207, -0.029, -0.099, -0.668, 0.654, -0.095, -0.031, -0.242, -0.001, -0.005, -0.230, -0.077, -0.042, -0.234, -0.005, -0.005, -0.238, -0.091, -0.207, -0.030, -0.097, -0.666, 0.653, -0.095, -0.027, -0.016, -0.004, -0.082, 0.106, 0.127, 0.124, 0.106, 0.111, 0.109, 0.124, 0.106, 0.106, 0.127, 0.121, 0.105, 0.107, 0.126, 0.111, 0.110, 0.110, 0.108, 0.124, 0.106, 0.106, 0.127, 0.104, 0.109, 0.121, -0.060, 0.099], "charge": 0, "e_tot_ha": -3875.15566, "relative_energy_kj_mol": 60.9, "lumo_energy_ev": -1.206}

---

No. 3
{"formula": "C45H26Br2CaI4N4O4S", "method": "wB97M-V/def2-TZVPD", "symbols": ["Ca", "I", "C", "C", "C", "C", "C", "C", "C", "C", "C", "C", "C", "C", "C", "C", "C", "C", "I", "C", "C", "C", "N", "C", "C", "C", "C", "C", "C", "I", "C", "C", "C", "C", "C", "C", "N", "C", "C", "C", "C", "C", "N", "C", "C", "C", "C", "I", "C", "C", "C", "C", "N", "H", "H", "H", "H", "H", "H", "H", "H", "H", "H", "H", "H", "H", "H", "H", "H", "H", "H", "H", "H", "H", "H", "H", "H", "Br", "C", "Br", "H", "H", "O", "S", "O", "O", "O"], "positions_angstrom": [[-0.104, 1.256, 0.186], [-8.008, -2.142, -4.931], [-6.424, -1.299, -3.828], [-6.414, 0.068, -3.600], [-5.367, 0.615, -2.870], [-4.334, -0.182, -2.372], [-4.376, -1.552, -2.618], [-5.418, -2.117, -3.345], [-3.223, 0.440, -1.593], [-3.187, 0.167, -0.211], [-4.134, -0.678, 0.495], [-3.807, -0.610, 1.807], [-2.668, 0.287, 1.906], [-2.059, 0.678, 3.115], [-2.576, 0.023, 4.353], [-3.403, 0.706, 5.239], [-3.934, 0.074, 6.358], [-3.621, -1.256, 6.583], [-4.463, -2.235, 8.250], [-2.780, -1.956, 5.735], [-2.261, -1.307, 4.620], [-0.979, 1.562, 3.262], [-0.346, 2.194, 2.251], [0.729, 2.823, 2.774], [1.697, 3.537, 2.043], [2.877, 4.029, 2.806], [3.103, 5.389, 3.002], [4.205, 5.838, 3.721], [5.085, 4.902, 4.237], [6.742, 5.572, 5.358], [4.899, 3.543, 4.043], [3.792, 3.111, 3.322], [1.705, 3.756, 0.655], [2.785, 4.411, -0.066], [2.434, 4.405, -1.374], [1.148, 3.730, -1.456], [0.745, 3.362, -0.219], [0.466, 3.442, -2.657], [-0.670, 2.611, -2.778], [-1.418, 2.413, -4.011], [-2.441, 1.577, -3.716], [-2.335, 1.275, -2.298], [-1.253, 1.908, -1.775], [1.005, 4.055, -3.901], [1.440, 3.266, -4.966], [1.926, 3.836, -6.136], [1.975, 5.216, -6.239], [2.686, 6.100, -8.015], [1.560, 6.030, -5.198], [1.083, 5.441, -4.034], [0.749, 2.640, 4.218], [-0.312, 1.854, 4.520], [-2.323, 0.723, 0.668], [-7.208, 0.700, -3.975], [-5.338, 1.680, -2.678], [-3.574, -2.179, -2.245], [-5.437, -3.182, -3.534], [-4.921, -1.264, 0.047], [-4.297, -1.114, 2.627], [-3.644, 1.744, 5.041], [-4.593, 0.607, 7.031], [-2.534, -2.992, 5.928], [-1.610, -1.840, 3.935], [2.399, 6.105, 2.591], [4.365, 6.896, 3.877], [5.607, 2.828, 4.441], [3.632, 2.058, 3.111], [3.703, 4.781, 0.364], [3.010, 4.778, -2.208], [-1.200, 2.864, -4.967], [-3.190, 1.202, -4.397], [1.400, 2.189, -4.866], [2.269, 3.211, -6.949], [1.598, 7.107, -5.292], [0.754, 6.066, -3.212], [1.477, 3.054, 4.898], [-0.604, 1.488, 5.493], [-0.753, -2.143, -1.504], [0.184, -3.174, -0.175], [-0.944, -3.581, 1.334], [1.052, -2.615, 0.174], [0.449, -4.118, -0.630], [1.426, 0.089, -0.795], [1.931, -0.249, 0.582], [2.713, -1.493, 0.546], [0.687, -0.449, 1.406], [2.697, 0.882, 1.114]], "lowdin_charge": [1.299, 0.773, -0.736, -0.159, -0.029, -0.199, -0.028, -0.151, -0.101, -0.271, -0.013, -0.014, -0.238, -0.063, -0.205, -0.024, -0.162, -0.733, 0.770, -0.146, -0.008, -0.244, 0.022, -0.239, -0.073, -0.198, -0.032, -0.166, -0.733, 0.763, -0.143, -0.002, -0.247, 0.001, -0.009, -0.240, 0.025, -0.061, -0.235, -0.020, -0.017, -0.251, 0.037, -0.194, -0.023, -0.154, -0.736, 0.772, -0.160, -0.030, -0.001, -0.002, 0.033, 0.085, 0.125, 0.077, 0.089, 0.100, 0.103, 0.123, 0.084, 0.090, 0.105, 0.121, 0.082, 0.090, 0.122, 0.103, 0.100, 0.097, 0.098, 0.130, 0.088, 0.085, 0.124, 0.101, 0.100, 0.687, -1.021, 0.558, -0.046, -0.013, -0.552, 0.196, -0.387, -0.502, -0.350], "charge": -2, "e_tot_ha": -9665.29791, "relative_energy_kj_mol": 0.0, "lumo_energy_ev": 2.978}

---

no.,gap between HOMO and LUMO (eV)
1,8.03
2,5.56
3,4.99